No. 1
{
  "formula": "C27H68N3O19S6",
  "method": "the ωB97M-V functional and the def2-TZVPD basis",
  "e_lumo_ev": -2.71,
  "multiplicity": 1,
  "mol_weight_da": 931.24,
  "orbital_gap_ev": 9.28,
  "total_charge": 1,
  "symbols": ["C", "C", "C", "C", "C", "N", "C", "N", "N", "C", "C", "C", "O", "H", "H", "H", "H", "H", "H", "H", "H", "H", "H", "H", "H", "H", "H", "H", "H", "H", "H", "H", "H", "O", "S", "O", "O", "C", "C", "C", "H", "H", "H", "H", "H", "H", "H", "H", "O", "S", "O", "O", "C", "C", "C", "H", "H", "H", "H", "H", "H", "H", "H", "O", "S", "O", "O", "C", "C", "C", "H", "H", "H", "H", "H", "H", "H", "H", "O", "S", "O", "O", "C", "C", "C", "H", "H", "H", "H", "H", "H", "H", "H", "O", "S", "O", "O", "C", "C", "C", "H", "H", "H", "H", "H", "H", "H", "H", "O", "S", "O", "O", "C", "C", "C", "H", "H", "H", "H", "H", "H", "H", "H"],
  "coordinates": [[6.3849, -1.0662, 1.1725], [5.8006, -1.5030, -0.1741], [4.5310, -2.3652, -0.0255], [4.7131, -3.8689, -0.3015], [4.1711, -4.7493, 0.8031], [2.6944, -4.6111, 0.9004], [2.2060, -3.5993, 1.6334], [2.7506, -3.3509, 2.8537], [1.1871, -2.8919, 1.1760], [0.5907, -1.7348, 1.8399], [-0.0464, -0.8424, 0.7975], [-1.3220, -1.3263, 0.0967], [-1.2941, -0.3210, 1.0733], [5.6145, -1.0072, 1.9395], [7.1324, -1.7727, 1.5285], [6.8498, -0.0895, 1.0995], [6.5463, -2.0533, -0.7382], [5.5183, -0.6033, -0.6985], [3.7903, -1.9817, -0.7246], [4.1394, -2.1940, 0.9788], [4.2357, -4.1474, -1.2397], [5.7712, -4.0993, -0.3980], [4.3920, -5.7907, 0.5919], [4.6432, -4.5384, 1.7564], [2.3313, -4.5199, -0.0432], [2.1743, -2.7974, 3.4681], [3.7077, -3.0260, 2.8387], [0.8116, -3.1391, 0.2741], [1.4009, -1.1708, 2.2974], [-0.1766, -2.0050, 2.5626], [0.6424, -0.2290, 0.2303], [-1.2230, -1.0158, -0.9311], [-1.4710, -2.3449, 0.4223], [-3.6739, 2.6136, -3.9230], [-4.9363, 2.3892, -3.2901], [-5.4053, 3.2987, -2.2940], [-4.9275, 0.9163, -2.6773], [-3.8030, 0.5592, -1.8526], [-3.8941, 1.1098, -0.4431], [-6.1879, 2.1279, -4.4927], [-2.8841, 0.8832, -2.3462], [-3.8078, -0.5308, -1.8404], [-3.8066, 2.1954, -0.4372], [-3.0881, 0.6957, 0.1648], [-4.8517, 0.8553, 0.0111], [-5.8401, 1.3859, -5.2054], [-6.3539, 3.0838, -4.9839], [-7.0923, 1.7974, -3.9893], [-7.0979, -3.6196, -3.5857], [-8.1354, -3.5955, -2.5995], [-9.3099, -2.8124, -2.8302], [-7.4879, -3.1601, -1.2103], [-6.6807, -1.9641, -1.2201], [-7.5029, -0.6944, -1.1889], [-8.5993, -5.2215, -2.1433], [-6.0161, -1.9873, -2.0859], [-6.0620, -2.0394, -0.3262], [-8.0605, -0.5601, -2.1147], [-6.8456, 0.1635, -1.0592], [-8.2237, -0.7180, -0.3718], [-7.7076, -5.7948, -1.9078], [-9.1203, -5.6580, -2.9919], [-9.2675, -5.1675, -1.2896], [5.7468, 1.7600, -1.0595], [5.0601, 3.0208, -1.1209], [4.6743, 3.5385, -2.3936], [5.9018, 4.0945, -0.3294], [7.3133, 4.2300, -0.6623], [7.5226, 5.0304, -1.9287], [3.6621, 2.9973, -0.0532], [7.7696, 3.2425, -0.7297], [7.7591, 4.7418, 0.1865], [7.1591, 4.4911, -2.8026], [8.5846, 5.2324, -2.0617], [6.9852, 5.9766, -1.8767], [3.9674, 2.6459, 0.9285], [2.9361, 2.3176, -0.4929], [3.2477, 3.9999, 0.0007], [2.2368, 1.5741, 2.4224], [1.2659, 2.6371, 2.3558], [1.0918, 3.3322, 1.1211], [1.5388, 3.6579, 3.5225], [2.8842, 4.1918, 3.6629], [3.1717, 5.3009, 2.6745], [-0.2731, 2.0044, 2.9056], [3.6030, 3.3763, 3.5794], [2.9233, 4.5624, 4.6839], [3.2167, 4.9249, 1.6534], [4.1292, 5.7626, 2.9133], [2.3927, 6.0609, 2.7142], [-0.1111, 1.5012, 3.8554], [-0.5551, 1.3013, 2.1275], [-1.0059, 2.7997, 3.0050], [10.2427, 5.8854, 0.3230], [11.5862, 6.1570, 0.7435], [12.6410, 5.2980, 0.3103], [11.6078, 6.2723, 2.3245], [11.0098, 5.1965, 3.0838], [11.9183, 3.9899, 3.1924], [12.0003, 7.8261, 0.3889], [10.0460, 4.9383, 2.6432], [10.8193, 5.6261, 4.0646], [12.0489, 3.5023, 2.2275], [11.4890, 3.2692, 3.8886], [12.9035, 4.2847, 3.5513], [11.2144, 8.4713, 0.7701], [12.0742, 7.9094, -0.6928], [12.9560, 8.0519, 0.8531], [-11.4046, -6.5869, -1.2202], [-12.5797, -5.9574, -0.6898], [-13.0706, -6.3580, 0.5898], [-13.7362, -6.0611, -1.7633], [-14.0255, -7.3692, -2.3178], [-14.8608, -8.2207, -1.3859], [-12.3861, -4.2105, -0.7295], [-13.0896, -7.8605, -2.5849], [-14.5637, -7.1618, -3.2395], [-14.3008, -8.5037, -0.4960], [-15.1715, -9.1293, -1.9012], [-15.7471, -7.6764, -1.0620], [-12.0581, -3.9120, -1.7219], [-11.6322, -3.9584, 0.0132], [-13.3365, -3.7510, -0.4737]]
}



No. 2
{
  "formula": "C30H70Cl2N10O10Sn",
  "method": "the ωB97M-V functional and the def2-TZVPD basis",
  "e_lumo_ev": -0.56,
  "multiplicity": 1,
  "mol_weight_da": 920.57,
  "orbital_gap_ev": 7.60,
  "total_charge": 0,
  "symbols": ["Sn", "Cl", "Cl", "C", "C", "O", "N", "C", "H", "H", "H", "H", "H", "H", "H", "C", "C", "O", "N", "C", "H", "H", "H", "H", "H", "H", "H", "C", "C", "O", "N", "C", "H", "H", "H", "H", "H", "H", "H", "C", "C", "O", "N", "C", "H", "H", "H", "H", "H", "H", "H", "C", "C", "O", "N", "C", "H", "H", "H", "H", "H", "H", "H", "C", "C", "O", "N", "C", "H", "H", "H", "H", "H", "H", "H", "C", "C", "O", "N", "C", "H", "H", "H", "H", "H", "H", "H", "C", "C", "O", "N", "C", "H", "H", "H", "H", "H", "H", "H", "C", "C", "O", "N", "C", "H", "H", "H", "H", "H", "H", "H", "C", "C", "O", "N", "C", "H", "H", "H", "H", "H", "H", "H"],
  "coordinates": [[34.6869, -30.0172, 27.2506], [31.9198, -32.1990, 27.0105], [36.7167, -32.6484, 28.2650], [37.4686, -31.3286, 23.1465], [36.0118, -31.4377, 23.7071], [35.6890, -30.6552, 24.5697], [35.0892, -32.1726, 23.0037], [33.6562, -32.2705, 23.2450], [38.2644, -30.8780, 23.7396], [37.4566, -30.8940, 22.1470], [37.7205, -32.3780, 22.9937], [35.5043, -32.7900, 22.3206], [33.6096, -31.9903, 24.2973], [33.3664, -33.3120, 23.1056], [33.0964, -31.4346, 22.8255], [29.7822, -30.7324, 24.3409], [28.7630, -29.8591, 23.5504], [27.9546, -29.0862, 24.1435], [28.7106, -30.0786, 22.2817], [27.8862, -29.3405, 21.3166], [30.1689, -31.4114, 23.5809], [29.3400, -31.2655, 25.1826], [30.6888, -30.2416, 24.6946], [29.2055, -30.9173, 22.0141], [26.8223, -29.5759, 21.3467], [28.2824, -29.4285, 20.3050], [27.9530, -28.2704, 21.5127], [33.1822, -27.0922, 31.2168], [33.9984, -28.4501, 30.9889], [34.0363, -28.9282, 29.8580], [34.5604, -28.9837, 31.9895], [35.7246, -29.8023, 31.7959], [33.8232, -26.2390, 31.4388], [32.6435, -27.2657, 32.1484], [32.3329, -26.9185, 30.5560], [34.4389, -28.5065, 32.8713], [35.9632, -30.1345, 32.8062], [36.5202, -29.1339, 31.4668], [35.5273, -30.6197, 31.1023], [30.4512, -36.0479, 28.9958], [32.0050, -36.3116, 28.8215], [32.4103, -37.4194, 29.0015], [32.6961, -35.2775, 28.2724], [34.0554, -35.3230, 27.9084], [30.1434, -36.5130, 29.9324], [29.9844, -36.5392, 28.1421], [30.1519, -35.0003, 29.0281], [32.1513, -34.4640, 28.0244], [34.5518, -36.0524, 27.2682], [34.7282, -35.3663, 28.7649], [34.3594, -34.4046, 27.4063], [40.6500, -32.5121, 29.5058], [41.0281, -31.7220, 28.4172], [42.1191, -31.1532, 28.3723], [40.1454, -31.6981, 27.3924], [40.3709, -31.1324, 26.0211], [39.6607, -32.2783, 29.8990], [41.2547, -32.4224, 30.4083], [40.4847, -33.4926, 29.0592], [39.2134, -32.0520, 27.5545], [41.4166, -31.3693, 25.8252], [40.2358, -30.0638, 25.8541], [39.7819, -31.5545, 25.2069], [31.7052, -27.1242, 24.8286], [31.6806, -27.5346, 26.2750], [32.5024, -28.2514, 26.7825], [30.6649, -27.0423, 26.8902], [30.4228, -27.1100, 28.2921], [32.4252, -27.7407, 24.2903], [31.8609, -26.0655, 24.6213], [30.7911, -27.2244, 24.2433], [29.9462, -26.6404, 26.3053], [29.3560, -26.9836, 28.4763], [31.0355, -26.3416, 28.7637], [30.8794, -27.9682, 28.7852], [35.6030, -27.9070, 21.8898], [34.1948, -28.1166, 21.3796], [33.7819, -27.3799, 20.4766], [33.3902, -28.9740, 21.9876], [31.8971, -29.0623, 21.7336], [36.2234, -28.7931, 21.7550], [35.6911, -27.6476, 22.9448], [36.0812, -27.0633, 21.3924], [33.7679, -29.3763, 22.8336], [31.9194, -29.9697, 21.1301], [31.3364, -28.2216, 21.3252], [31.4100, -29.3390, 22.6686], [38.9894, -28.7495, 28.5613], [37.7843, -27.8481, 28.9029], [36.6674, -27.9288, 28.3124], [38.1007, -26.8452, 29.7331], [37.0790, -26.0437, 30.4379], [39.3750, -28.3974, 27.6045], [38.7557, -29.8062, 28.4320], [39.7698, -28.7241, 29.3219], [38.9840, -26.8302, 30.2225], [36.5666, -26.7038, 31.1378], [36.3935, -25.7016, 29.6624], [37.4157, -25.1766, 31.0060], [30.2446, -30.9781, 30.8244], [29.5417, -29.8924, 31.6091], [30.0352, -28.7671, 31.7057], [28.3727, -30.1593, 32.1378], [27.5496, -29.1593, 32.8539], [29.7742, -31.9311, 30.5822], [31.1669, -31.1655, 31.3743], [30.5927, -30.5714, 29.8750], [28.0002, -31.0110, 31.7429], [27.0409, -28.4382, 32.2141], [28.2129, -28.5087, 33.4237], [26.8350, -29.5088, 33.5992], [35.6019, -25.2239, 26.4453], [36.1313, -26.4898, 25.8010], [35.4387, -27.4877, 25.6554], [37.3692, -26.5179, 25.2880], [38.0831, -27.6416, 24.8263], [35.3153, -24.4820, 25.6999], [36.3389, -24.7280, 27.0769], [34.6971, -25.3231, 27.0449], [37.8781, -25.6508, 25.3842], [37.8731, -28.5170, 25.4410], [39.1466, -27.4052, 24.8602], [38.0331, -28.1009, 23.8391]]
}



No. 3
{
  "formula": "C58H53Cl4N3O6",
  "method": "the ωB97M-V functional and the def2-TZVPD basis",
  "e_lumo_ev": -1.29,
  "smiles": "O=C1c2ccccc2C(=O)c2ccccc21.O=C1c2ccccc2C(=O)c2ccccc21.O=C1c2ccccc2C(=O)c2ccccc21.CCCC#N.CCCC#N.CCCC#N.ClCCCl.ClCCCl",
  "multiplicity": 1,
  "mol_weight_da": 1029.89,
  "orbital_gap_ev": 8.45,
  "total_charge": 0,
  "symbols": ["Cl", "C", "C", "Cl", "H", "H", "H", "H", "Cl", "C", "C", "Cl", "H", "H", "H", "H", "C", "C", "C", "C", "N", "H", "H", "H", "H", "H", "H", "H", "C", "C", "C", "C", "N", "H", "H", "H", "H", "H", "H", "H", "C", "C", "C", "C", "N", "H", "H", "H", "H", "H", "H", "H", "C", "C", "C", "C", "C", "C", "C", "O", "C", "C", "C", "C", "C", "C", "C", "O", "H", "H", "H", "H", "H", "H", "H", "H", "C", "C", "C", "C", "C", "C", "C", "O", "C", "C", "C", "C", "C", "C", "C", "O", "H", "H", "H", "H", "H", "H", "H", "H", "C", "C", "C", "C", "C", "C", "C", "O", "C", "C", "C", "C", "C", "C", "C", "O", "H", "H", "H", "H", "H", "H", "H", "H"],
  "coordinates": [[-4.1854, -1.2629, 3.3102], [-4.8639, -1.9004, 1.7600], [-5.7984, -0.9268, 1.1218], [-4.9205, 0.4048, 0.3212], [-5.3480, -2.8251, 2.0694], [-4.0174, -2.1705, 1.1307], [-6.4724, -0.5354, 1.8789], [-6.3102, -1.3986, 0.2848], [-1.3441, -2.5072, 0.2168], [-1.2768, -0.9604, 1.1327], [-0.5384, -1.1929, 2.4343], [-0.6109, 0.3191, 3.3629], [-2.2669, -0.5262, 1.2675], [-0.7900, -0.1728, 0.5524], [0.4875, -1.5252, 2.3137], [-1.0932, -1.9107, 3.0351], [-4.0319, 4.6501, -3.4470], [-3.8745, 3.7885, -2.1690], [-2.5303, 4.0366, -1.4874], [-2.1752, 3.1600, -0.3826], [-1.7943, 2.5434, 0.5066], [-4.0302, 5.7153, -3.2346], [-4.9521, 4.2478, -3.8730], [-3.2710, 4.4306, -4.1904], [-4.0753, 2.7527, -2.4392], [-4.6698, 4.0597, -1.4713], [-2.4882, 5.0473, -1.0677], [-1.7337, 4.0464, -2.2345], [2.7715, 2.5859, 2.5575], [1.6394, 3.4739, 3.1031], [0.8359, 4.2356, 2.0638], [1.5886, 5.2879, 1.3978], [2.1757, 6.1379, 0.9010], [3.6198, 3.1283, 2.1364], [2.3351, 2.0382, 1.7138], [3.0874, 1.8659, 3.3101], [1.9770, 4.1744, 3.8719], [1.0470, 2.7338, 3.6429], [-0.0037, 4.6654, 2.6135], [0.4474, 3.5452, 1.3117], [0.7750, 2.2544, -2.4793], [1.1525, 0.8499, -2.0665], [1.3399, -0.0799, -3.2805], [2.3516, 0.3662, -4.2403], [3.1722, 0.6549, -4.9917], [-0.2457, 2.4462, -2.8025], [1.4625, 2.6178, -3.2460], [0.9111, 2.8756, -1.5864], [0.3757, 0.3775, -1.4594], [2.0624, 0.7975, -1.4655], [0.4049, -0.1674, -3.8434], [1.5777, -1.1061, -2.9912], [-4.7874, -3.6379, -3.1375], [-4.0490, -2.9765, -2.1686], [-3.5606, -1.6939, -2.4070], [-3.7804, -1.0735, -3.6223], [-4.4914, -1.7779, -4.6171], [-5.0276, -3.0278, -4.3753], [-4.6121, -1.2121, -5.9871], [-5.0502, -1.8685, -6.9045], [-4.2393, 0.2092, -6.1674], [-4.6549, 0.9249, -7.2896], [-4.3343, 2.2641, -7.4514], [-3.5064, 2.8645, -6.5184], [-3.0095, 2.1810, -5.4334], [-3.4527, 0.8780, -5.2013], [-3.1241, 0.2282, -3.9027], [-2.2664, 0.6763, -3.1683], [-5.0791, -4.6692, -2.9877], [-3.8345, -3.4146, -1.2024], [-2.9255, -1.2717, -1.6409], [-5.5216, -3.5804, -5.1602], [-5.1616, 0.3333, -8.0435], [-4.6840, 2.8018, -8.3206], [-3.1445, 3.8541, -6.7800], [-2.2607, 2.5732, -4.7609], [5.2956, -2.6678, 4.0742], [6.2713, -1.6748, 4.2615], [5.9679, -0.4884, 4.8680], [4.6457, -0.2271, 5.2515], [3.6447, -1.1560, 4.9459], [3.9895, -2.4214, 4.4179], [2.2208, -0.9205, 5.2965], [1.3537, -1.7218, 5.0371], [1.8933, 0.3264, 6.0549], [0.6406, 0.4443, 6.6847], [0.4130, 1.5020, 7.5376], [1.4145, 2.4442, 7.7804], [2.6065, 2.3841, 7.1066], [2.8526, 1.3297, 6.2206], [4.2536, 1.1022, 5.7760], [5.0426, 2.0146, 5.8507], [5.6145, -3.6064, 3.6405], [7.2988, -1.9210, 4.0241], [6.7728, 0.2165, 5.0255], [3.2303, -3.1789, 4.2855], [-0.1513, -0.2640, 6.4879], [-0.5048, 1.6192, 8.0998], [1.2218, 3.2501, 8.4772], [3.3664, 3.1162, 7.3412], [1.5559, -6.3531, -1.9626], [0.9655, -6.3063, -0.7044], [1.2765, -5.2604, 0.1384], [2.2206, -4.2815, -0.1791], [2.7693, -4.3117, -1.4677], [2.4878, -5.3903, -2.3250], [3.6773, -3.2633, -1.9354], [4.2760, -3.3192, -2.9896], [3.7627, -2.0073, -1.1080], [4.3385, -0.8347, -1.5770], [4.5879, 0.2476, -0.7253], [4.0738, 0.2412, 0.5573], [3.4079, -0.8793, 1.0254], [3.2265, -1.9822, 0.1904], [2.4243, -3.1233, 0.7407], [1.9617, -3.1164, 1.8541], [1.3081, -7.1946, -2.5965], [0.2815, -7.0931, -0.4167], [0.6791, -5.1277, 1.0336], [2.9221, -5.4759, -3.3104], [4.8506, -0.8172, -2.5325], [5.0189, 1.1542, -1.1296], [4.1797, 1.1088, 1.1971], [3.0656, -0.8470, 2.0520]]
}



No. 4
{
  "formula": "C3HO2Yb",
  "method": "the ωB97M-V functional and the def2-TZVPD basis",
  "e_lumo_ev": -6.52,
  "multiplicity": 1,
  "mol_weight_da": 242.08,
  "de_lowest_kcal_mol": 146.7,
  "orbital_gap_ev": 4.54,
  "total_charge": 1,
  "symbols": ["C", "C", "Yb", "O", "C", "O", "H"],
  "coordinates": [[1.5680, 0.6001, -0.2233], [0.3529, 0.5571, -0.0842], [4.0843, 0.6917, -0.5220], [-1.2335, 0.9252, -0.3136], [-1.2421, 0.0226, 0.5963], [-1.3865, -1.1731, 0.0739], [-2.1431, -1.6236, 0.4730]]
}



Question: Which value of multiplicity does entry 3 give?
Answer: 1



Question: Look up the multiplicity of the third one.
Answer: 1